1.
Molecular formula: C23H39F5N8O31
Method: DFT, ωB97M-V with the def2-TZVPD basis set

Gap between HOMO and LUMO, eV: 10.34
Energy above the lowest of the compared OMol25 structures with the same formula, charge and spin, kJ/mol: 0.00
LUMO energy, eV: -0.35
Strongest force on any atom, hartree/bohr: 0.126

Element x y z (Å)
C 5.89830 -5.23915 2.27191
N 5.87243 -6.26363 1.22023
O 6.47344 -5.99930 0.19935
O 5.24437 -7.32433 1.39814
H 6.79543 -4.62817 2.37162
H 5.53629 -5.68849 3.19666
H 5.21451 -4.45315 1.95140
C 0.17895 -0.03174 0.16442
N 1.01754 -1.23122 0.20223
O 1.96290 -1.22440 -0.59932
O 0.60227 -2.27014 0.70466
H 0.35604 0.58760 1.04371
H -0.83291 -0.43693 0.17203
H 0.42238 0.57981 -0.70440
C -1.83175 -2.54645 6.24677
N -0.40882 -2.03171 6.23746
O 0.39438 -2.58978 6.98626
O -0.18900 -1.10465 5.40202
H -2.35501 -1.93015 6.97785
H -1.86378 -3.59036 6.55876
H -2.14701 -2.41150 5.21212
C 4.94833 2.63482 4.16211
N 5.60097 1.56281 3.40005
O 6.57074 1.78618 2.72321
O 4.93820 0.53669 3.38038
H 5.32897 3.55747 3.72397
H 5.18663 2.44653 5.20893
H 3.89025 2.45313 3.97355
C 7.49548 0.04820 -1.97772
N 8.57532 -1.00800 -2.16569
O 9.25860 -0.95088 -3.15336
O 8.77371 -1.77542 -1.21505
H 6.77704 -0.34584 -1.25891
H 7.06934 -0.02327 -2.97841
H 7.87188 1.05810 -1.81484
C -7.01670 2.90489 4.32346
N -5.97767 1.75961 4.25298
O -5.32736 1.60582 3.21060
O -5.80753 1.00319 5.23049
H -6.54052 3.87222 4.16331
H -7.36793 2.87322 5.35484
H -7.88562 2.60701 3.73665
C -7.34408 -3.02359 1.84139
N -6.25444 -3.95616 1.39332
O -6.50455 -5.15658 1.21313
O -5.10684 -3.50014 1.10870
H -8.30435 -3.52870 1.73722
H -7.30158 -2.24369 1.08111
H -7.09591 -2.58481 2.80782
C -3.56828 -4.83862 -3.62197
N -3.18826 -3.46265 -3.37590
O -4.04491 -2.61106 -3.44244
O -2.04640 -3.20092 -3.04331
H -3.50221 -5.33735 -2.65502
H -2.90076 -5.22331 -4.39303
H -4.60505 -4.83320 -3.95841
C -1.59323 6.99290 2.34272
C -1.65048 5.50644 2.63998
O -2.56935 5.33809 3.66226
C -2.90736 6.49177 4.21672
O -3.59671 6.57198 5.19089
O -2.30305 7.43077 3.46353
F -0.43879 5.17026 3.04645
H -2.07757 7.25026 1.40077
H -0.58505 7.40634 2.36995
H -1.90947 4.78798 1.86227
C 4.18989 8.15250 -1.65832
C 5.47665 7.64973 -1.06906
O 5.32759 6.28108 -1.32004
C 4.04223 5.91909 -1.53451
O 3.59466 4.73748 -1.66254
O 3.35010 7.00999 -1.71324
F 5.49743 7.82055 0.22419
H 4.41227 8.34290 -2.70826
H 3.64342 8.87234 -1.04898
H 6.34192 8.13316 -1.52262
C -5.44448 1.67552 -5.78530
C -4.61132 2.33848 -6.86720
O -3.43895 2.56212 -6.21935
C -3.73449 2.71562 -4.90055
O -2.98322 3.26622 -4.10076
O -4.96363 2.28227 -4.59285
F -5.16468 3.47533 -7.26434
H -5.46723 0.58850 -5.86251
H -6.45209 2.08937 -5.82453
H -4.52494 1.63978 -7.69934
C 1.70247 0.16368 -6.13946
C 2.97692 -0.50047 -6.67583
O 3.91596 0.49368 -6.67892
C 3.25886 1.70108 -6.65298
O 3.87425 2.78122 -6.66969
O 1.91562 1.52075 -6.47887
F 2.68815 -0.91113 -7.90546
H 1.63123 0.04697 -5.05807
H 0.71097 0.02684 -6.57109
H 3.23932 -1.32058 -6.00751
C -1.13761 -7.03161 2.46816
C -1.27356 -7.87593 1.25462
O -2.37655 -8.64838 1.55043
C -2.69597 -8.53213 2.81599
O -3.68760 -9.04583 3.38675
O -1.84731 -7.74060 3.43306
F -0.20828 -8.67286 1.11667
H -1.59233 -6.05724 2.28954
H -0.17173 -6.86560 2.94527
H -1.31829 -7.30859 0.32498

---

2.
Molecular formula: C7H14OS
Method: DFT, ωB97M-V with the def2-TZVPD basis set

Gap between HOMO and LUMO, eV: 9.73
Energy above the lowest of the compared OMol25 structures with the same formula, charge and spin, kJ/mol: 359.84
LUMO energy, eV: 0.67
Strongest force on any atom, hartree/bohr: 0.084

Element x y z (Å)
C -1.32951 0.42991 0.25370
C -0.25659 -0.17435 -0.68967
C -2.67012 0.63640 -0.38864
C 1.13174 -0.41700 -0.02700
C -3.32743 1.74938 -0.13066
C 1.04081 -0.53815 1.49348
C 1.72602 -1.63357 -0.77324
O 2.65218 1.94344 0.47742
S 2.51085 0.95401 -0.58567
H -1.39760 -0.38678 0.85605
H -0.89322 1.31922 0.58227
H -0.57125 -1.12564 -1.04971
H -0.24557 0.40860 -1.59843
H -3.20556 -0.01378 -0.97127
H -2.94507 2.59269 0.36347
H -4.28177 2.04122 -0.41937
H 3.47446 -0.14190 -0.34745
H 1.50791 0.27586 2.01667
H 1.57638 -1.54401 1.71098
H 0.02359 -0.63986 1.82615
H 1.15428 -2.59520 -0.40435
H 2.67201 -1.76779 -0.36222
H 1.65346 -1.37269 -1.83254

---

3.
Molecular formula: C4H7N3S
Method: DFT, ωB97M-V with the def2-TZVPD basis set

Gap between HOMO and LUMO, eV: 8.71
Energy above the lowest of the compared OMol25 structures with the same formula, charge and spin, kJ/mol: 252.72
LUMO energy, eV: 0.40
Strongest force on any atom, hartree/bohr: 0.023
Structure (SMILES): C=N/N=C/CNC=S

Element x y z (Å)
C 2.75486 0.07845 -1.88144
N 1.53782 -0.21930 -2.05364
N 0.79500 -0.06251 -0.86899
C -0.44002 -0.35727 -1.04056
C -1.40630 -0.25507 0.09763
N -0.73794 0.18900 1.30793
C -1.35926 0.35270 2.47813
S -0.65332 0.85662 3.88165
H 3.43570 0.01155 -2.73491
H 3.13437 0.40358 -0.89749
H -0.82613 -0.66870 -2.02000
H -1.86274 -1.25109 0.24342
H -2.18738 0.41470 -0.20132
H 0.26292 0.36942 1.25992
H -2.44760 0.13791 2.42967

---

4.
Molecular formula: F2OS
Method: DFT, ωB97M-V with the def2-TZVPD basis set

Gap between HOMO and LUMO (spin up / spin down), eV: 9.86 / 8.55
Energy above the lowest of the compared OMol25 structures with the same formula, charge and spin, kJ/mol: 128.54
LUMO energy (spin up / spin down), eV: -0.25 / -1.78
Strongest force on any atom, hartree/bohr: 0.041
Multiplicity: 3

Element x y z (Å)
O 2.03126 0.33497 0.09951
F -1.10805 -1.43111 -0.14212
F -1.00727 1.21895 -0.24772
S -0.49085 -0.07201 0.59139

---

5.
Molecular formula: C34H31Br2N10O2PTa
Method: DFT, ωB97M-V with the def2-TZVPD basis set

Gap between HOMO and LUMO, eV: 6.16
Energy above the lowest of the compared OMol25 structures with the same formula, charge and spin, kJ/mol: 0.00
Charge: +3
LUMO energy, eV: -8.90
Strongest force on any atom, hartree/bohr: 0.009

Element x y z (Å)
Ta 0.22742 0.89351 0.69334
O -0.18528 4.46415 2.77600
C -0.12455 3.29210 2.52705
N 0.58051 2.71838 1.48888
C 1.20320 3.67028 0.57511
C 2.32952 2.94857 -0.07930
C 3.39198 3.60870 -0.67674
C 4.50872 2.88969 -1.04560
C 4.54621 1.52467 -0.76039
C 3.43946 0.92677 -0.21901
N 2.29850 1.60420 0.06714
C -0.80295 2.22815 3.31678
C -1.40183 2.48329 4.52819
C -1.93090 1.41628 5.23862
C -1.82201 0.14250 4.69452
C -1.22850 -0.02240 3.46131
N -0.72635 1.00779 2.75595
H 1.58404 4.52979 1.12918
H 0.47831 4.05445 -0.15240
H 3.34889 4.68384 -0.78957
H 5.36031 3.38352 -1.49470
H 5.43169 0.93389 -0.94758
H 3.48327 -0.12086 0.04347
H -1.42458 3.50313 4.88847
H -2.40620 1.56974 6.19831
H -2.20049 -0.72391 5.21822
H -1.14828 -1.00730 3.02556
C -2.91214 -3.83234 1.01130
N -2.53621 -2.42013 0.89135
C -3.43599 -1.38328 0.81138
C -2.71021 -0.24991 0.65761
N -1.36991 -0.59014 0.63478
C -1.29413 -1.91942 0.77762
P 0.21249 -2.95171 0.50345
C 1.27936 -2.00737 1.66866
N 1.37574 -0.66656 1.76492
C 2.28906 -0.39604 2.76669
C 2.74428 -1.57374 3.26159
N 2.10447 -2.56880 2.56469
C 2.31779 -4.00917 2.76800
C 0.78029 -2.26466 -1.00352
N 1.22602 -0.87383 -1.03999
C 0.96634 -0.95916 -3.56643
C 0.55697 -2.37727 -3.38262
N 0.48327 -2.90155 -2.19483
C 0.05565 -4.31950 -2.12270
H -3.86187 -3.89384 1.53492
H -3.02169 -4.27876 0.02474
H -2.15822 -4.36945 1.57865
H -4.49930 -1.54145 0.87368
H -3.05277 0.76889 0.58331
H 2.54829 0.60975 3.05491
H 3.45987 -1.78766 4.03731
H 2.98884 -4.13788 3.61143
H 1.37096 -4.49630 2.98446
H 2.76766 -4.44742 1.88071
H 1.58477 -0.89863 -4.46549
H 0.32071 -3.01326 -4.22164
H 0.09619 -4.74187 -3.12046
H 0.73032 -4.86857 -1.47306
H -0.96334 -4.37372 -1.74600
C 1.81193 -0.51591 -2.37660
C -0.24803 -0.06283 -3.73494
C -0.97551 0.09497 -4.93296
C -2.04091 0.95894 -4.94573
C -2.38337 1.67588 -3.77275
C -3.43942 2.62041 -3.62634
Br -4.56945 2.99605 -5.07316
C -3.64412 3.26509 -2.43422
C -2.81482 3.01043 -1.31947
Br -3.10254 3.89008 0.31162
C -1.79862 2.10492 -1.43075
O -0.95031 1.79948 -0.42153
C -1.58080 1.42862 -2.64938
N -0.55008 0.57287 -2.64128
H 2.78475 -1.00668 -2.45486
H 2.04172 -0.91315 -0.44337
H 1.95759 0.56017 -2.40779
H -0.68844 -0.43904 -5.82937
H -2.61553 1.10962 -5.85005
H -4.44772 3.98188 -2.33733

---

6.
Molecular formula: C16H49N13O28P
Method: DFT, ωB97M-V with the def2-TZVPD basis set

Gap between HOMO and LUMO, eV: 4.16
Charge: -1
LUMO energy, eV: 1.19
Strongest force on any atom, hartree/bohr: 0.031

Element x y z (Å)
O 4.12005 -0.13412 -0.85908
C 4.15944 0.90803 -1.48252
O 3.11223 1.54396 -2.03344
C 2.70241 2.68720 -1.19119
C 1.63308 2.36699 -0.18142
P 0.17180 1.24204 -0.83769
H 5.12253 1.40643 -1.69381
H 3.61561 3.00262 -0.67864
H 2.38485 3.47315 -1.86386
H 2.08957 1.79746 0.62943
H 1.26076 3.28165 0.26204
H 0.53557 1.48588 -2.24117
H -0.76729 2.38706 -0.93104
H -0.26642 1.05613 0.57040
H 1.10422 0.09460 -0.73684
H -0.88187 0.28531 -1.31665
C -0.51585 3.50700 3.76231
N 0.32534 4.03000 2.65776
O 1.53165 4.06550 2.81861
O -0.25334 4.37623 1.65263
H 0.12058 3.24131 4.59308
H -1.21985 4.28338 4.03657
H -1.02183 2.63582 3.37488
C 2.80747 1.40706 -5.45937
N 1.84389 2.48830 -5.80478
O 0.80779 2.19167 -6.37071
O 2.15640 3.62062 -5.51632
H 2.40344 0.45725 -5.77793
H 3.73048 1.64015 -5.98351
H 2.95039 1.43163 -4.38050
C 0.57125 -2.08585 -2.53663
N 0.66438 -1.54224 -3.91828
O 0.54050 -2.29326 -4.87700
O 0.83877 -0.35283 -3.97309
H 0.40092 -3.15422 -2.58789
H 1.50128 -1.84469 -2.03037
H -0.25282 -1.56674 -2.05467
C -4.21342 0.26771 2.54933
N -3.71878 1.04398 3.71861
O -2.54610 1.33598 3.68704
O -4.50011 1.32419 4.60531
H -3.37973 0.11268 1.87653
H -4.59995 -0.67730 2.91578
H -4.99686 0.85016 2.07435
C -4.79635 -3.76905 -0.25203
N -4.21063 -2.60229 0.45647
O -4.24677 -1.53246 -0.10436
O -3.71804 -2.80428 1.54909
H -5.16712 -3.42468 -1.20604
H -4.00827 -4.50052 -0.38394
H -5.59975 -4.16385 0.36348
C 0.67039 -0.05810 -8.63500
N 2.11695 -0.23849 -8.92429
O 2.53315 -0.00333 -10.03925
O 2.78781 -0.60542 -7.98536
H 0.16582 0.28826 -9.52698
H 0.29000 -1.02179 -8.30928
H 0.59883 0.66679 -7.82985
C 1.51469 -0.78258 5.32543
N 0.93347 0.44294 4.71722
O 0.69955 0.43528 3.53880
O 0.73578 1.38834 5.46615
H 1.63118 -1.52743 4.54785
H 2.47401 -0.50665 5.74611
H 0.83436 -1.12250 6.09966
C -0.53543 -3.86365 2.03442
N -0.44678 -3.49837 0.59199
O -0.59403 -4.38682 -0.23014
O -0.23099 -2.33828 0.34975
H -0.72852 -4.92163 2.10820
H 0.41500 -3.59362 2.48489
H -1.34196 -3.28099 2.46634
C -2.11088 3.40009 -8.56831
N -2.35145 2.29179 -9.53474
O -1.39607 1.85777 -10.14202
O -3.48851 1.88927 -9.64290
H -1.05551 3.64098 -8.57935
H -2.71712 4.24215 -8.88638
H -2.42182 3.04948 -7.58937
C 5.93184 0.71303 6.51482
N 4.90963 -0.12476 7.19992
O 4.52258 0.22415 8.29145
O 4.52563 -1.11012 6.60397
H 6.17277 1.54943 7.15831
H 6.79783 0.08402 6.33642
H 5.50083 1.04586 5.57538
C -3.35451 -3.61046 -4.89294
N -3.43504 -4.04163 -3.47104
O -3.01837 -3.28128 -2.63165
O -3.91783 -5.13653 -3.24984
H -2.90497 -2.62570 -4.92247
H -2.74611 -4.34023 -5.41705
H -4.36619 -3.59975 -5.28577
C -0.45926 4.39265 7.67278
N -1.01086 5.66856 7.13451
O -1.24106 5.71717 5.94945
O -1.18986 6.56967 7.92701
H -0.35557 3.68931 6.85491
H 0.50144 4.62129 8.12254
H -1.15722 4.03039 8.42052
C 0.53692 -5.66590 6.12034
N -0.35874 -4.84538 5.26035
O -0.37340 -3.64803 5.43547
O -1.01518 -5.43875 4.43104
H 1.05456 -5.00326 6.80234
H -0.08796 -6.37596 6.65212
H 1.23072 -6.18207 5.46451